Entry 1:
Below is 7 unconnected molecules or ions with the total composition C18H57ClN6O4, with properties calculated with ωB97M-V/def2-TZVPD.

## Properties
total energy = -49221.9016 eV
lowest unoccupied orbital energy = -0.228 Eh
total charge = +2

XYZ file:
```
86
Properties=species:S:1:pos:R:3:forces:R:3:lowdin_charge:R:1
N 2.182 -1.216 3.383 -0.5353 -2.3363 1.4619 0.28
H 2.225 -2.167 3.779 0.4908 0.1115 -0.2281 0.14
H 1.629 -0.768 4.117 -0.0646 0.7306 -0.6593 0.15
H 1.692 -1.370 2.485 -0.0197 1.0145 -0.2917 0.07
H 3.178 -0.847 3.372 0.4625 1.1225 -0.7198 0.10
N -2.448 -0.315 -0.691 -0.5520 -0.5076 1.1772 0.29
H -2.784 -0.660 -1.628 0.5321 0.6943 -0.6834 0.10
H -1.693 -0.933 -0.382 -0.0476 0.0259 -0.1363 0.07
H -3.234 -0.392 -0.041 0.1065 -0.3007 -0.0506 0.14
H -2.105 0.671 -0.515 0.3720 0.6097 -0.8251 0.09
N -1.113 -4.360 2.574 -1.2155 0.2352 0.1176 0.32
H -0.939 -3.802 1.712 0.8076 0.1321 -0.2522 0.09
H -0.332 -4.438 3.221 0.3196 -0.2282 -0.4142 0.15
H -1.459 -5.272 2.259 0.2531 -0.0791 0.2687 0.17
H -1.864 -3.899 3.099 -0.0414 -0.1843 -0.1325 0.16
Cl 0.681 -2.183 -0.054 1.3749 1.7063 -1.1618 0.67
O 0.403 -1.474 -1.267 0.0000 -0.7340 -0.2335 -0.32
O 2.018 -2.677 0.032 -0.4192 -0.2736 -0.0497 -0.29
O 0.515 -1.171 0.991 -0.6171 -0.5735 1.4158 -0.41
O -0.275 -3.267 0.084 -0.6660 -0.3309 0.9005 -0.37
C -0.203 2.040 -2.259 -0.2699 0.2019 0.2738 -0.07
C -1.364 2.887 -1.701 1.7317 -0.8253 0.5832 -0.23
N -1.658 2.459 -0.309 -1.0341 0.7076 -0.3449 -0.24
C -3.041 2.947 0.054 0.4341 -1.6428 -0.5877 -0.25
C -3.337 4.453 0.019 -0.1480 -1.1141 -0.3813 -0.05
C -0.666 3.037 0.609 -0.4411 -1.0382 1.1159 -0.23
C -0.905 2.550 2.067 0.5804 0.1128 -0.7675 -0.07
H 0.026 2.362 -3.272 -0.0117 -0.2131 -0.1051 0.08
H -0.451 0.978 -2.221 -0.0070 -0.0431 -0.3206 0.05
H 0.708 2.153 -1.671 -0.0334 0.1385 -0.0006 0.07
H -0.988 3.913 -1.648 -0.5780 0.2336 -0.5198 0.12
H -2.239 2.736 -2.329 -0.1317 0.3869 0.0479 0.12
H -3.685 2.400 -0.647 -0.0462 0.3928 -0.2661 0.10
H -3.251 2.386 0.967 -0.2571 0.8326 0.4989 0.10
H -2.697 4.940 -0.714 0.3330 0.2056 0.4284 0.07
H -4.321 4.565 -0.437 -0.2256 0.1771 0.5194 0.08
H -3.294 4.861 1.022 0.0463 0.4828 -0.1666 0.08
H -0.714 4.130 0.594 0.1544 0.0485 -0.1161 0.12
H 0.327 2.694 0.324 0.0004 0.1898 -0.2160 0.09
H -0.929 1.459 2.143 -0.1256 -0.0439 -0.2868 0.06
H -1.829 2.946 2.474 0.0918 0.1412 0.2686 0.06
H -0.034 2.850 2.650 -0.2529 0.2681 0.2439 0.07
C 2.897 1.623 1.619 -0.5285 -0.8029 -0.2801 -0.08
C 3.892 1.629 2.776 0.2017 1.7673 -1.8130 -0.26
N 4.527 0.363 3.047 0.0877 -1.2737 1.2753 -0.24
C 5.324 0.417 4.286 -0.3224 -1.1500 0.5599 -0.23
C 5.525 -0.991 4.882 1.2483 0.9110 0.4419 -0.08
C 5.323 -0.189 1.919 -0.7658 -0.0388 -0.6075 -0.22
C 6.369 0.765 1.361 0.3384 0.3953 0.2206 -0.06
H 2.020 0.974 1.747 0.0504 0.0635 0.2751 0.04
H 3.354 1.252 0.700 0.1209 0.2152 -0.0166 0.08
H 2.507 2.620 1.420 0.1844 0.0851 0.1094 0.08
H 4.633 2.361 2.408 0.1881 -0.0999 0.4263 0.12
H 3.445 2.148 3.626 0.0625 -0.7220 0.4444 0.12
H 4.762 0.947 5.057 0.0004 0.4263 -0.2684 0.12
H 6.293 0.903 4.157 -0.0477 0.1284 -0.0795 0.12
H 4.588 -1.431 5.224 0.0002 -0.3274 -0.3388 0.06
H 6.140 -0.877 5.783 -0.2877 0.1360 0.1353 0.08
H 6.188 -1.623 4.292 -0.6421 -0.3199 -0.3700 0.07
H 5.742 -1.171 2.134 0.1346 0.2202 0.7522 0.11
H 4.568 -0.467 1.178 0.2150 0.2917 -0.3874 0.10
H 7.271 0.293 0.973 -0.3387 -0.3661 -0.3071 0.09
H 5.943 1.420 0.602 0.1363 0.0018 -0.0679 0.08
H 6.786 1.404 2.145 -0.2617 0.0693 0.0558 0.07
C -1.950 0.295 -5.011 -0.3481 0.9079 0.3475 -0.08
C -1.901 -1.117 -4.459 0.6700 0.2458 -0.4451 -0.25
N -2.874 -1.430 -3.423 -1.1207 0.1038 0.5069 -0.22
C -2.644 -2.733 -2.785 1.4220 -0.5532 -1.3543 -0.28
C -2.922 -3.975 -3.648 -0.8109 0.7429 0.0704 -0.06
C -4.247 -1.187 -3.924 -0.0405 0.8951 1.1551 -0.23
C -5.282 -1.543 -2.876 -0.9164 -0.4757 0.7266 -0.09
H -1.028 0.570 -5.523 0.0439 -0.3579 -0.1202 0.09
H -2.049 1.047 -4.224 -0.0836 -0.0717 0.1794 0.05
H -2.772 0.472 -5.706 0.0246 -0.1560 -0.0108 0.08
H -2.025 -1.742 -5.354 0.1890 -0.4741 0.3308 0.12
H -0.910 -1.253 -4.017 -0.0107 -0.3016 -0.1721 0.12
H -1.556 -2.769 -2.663 -0.0296 0.1692 0.4849 0.09
H -3.081 -2.823 -1.790 -0.3294 0.1487 -0.0594 0.10
H -2.453 -3.875 -4.625 0.3648 -0.1608 0.1622 0.08
H -2.556 -4.844 -3.106 -0.0903 -0.2137 -0.2654 0.08
H -3.987 -4.059 -3.877 -0.0191 -0.3077 0.2584 0.07
H -4.483 -1.596 -4.910 0.2542 -0.3411 0.0386 0.13
H -4.281 -0.097 -3.996 -0.2197 -0.0650 -0.5187 0.11
H -5.227 -2.564 -2.490 0.2543 -0.0560 -0.2022 0.06
H -6.327 -1.460 -3.185 0.2267 0.1522 -0.5637 0.09
H -5.270 -0.898 -1.988 0.4449 0.1250 -0.1132 0.07
```
Positions in Å, forces in eV/Å.

Entry 2:
Below is 4 unconnected molecules or ions with the total composition C14H23NO3, with properties calculated with ωB97M-V/def2-TZVPD.

## Properties
total energy = -22522.7006 eV
lowest unoccupied orbital energy = 0.026 Eh
SMILES = c1ccncc1.CC(C)=O.CC(C)=O.CC(C)=O

XYZ file:
```
41
Properties=species:S:1:pos:R:3:forces:R:3:nbo_charge:R:1
N 0.077 1.216 1.036 0.0335 0.2366 -0.1489 -0.42
C -0.889 2.139 0.891 0.9292 -0.5217 -0.1403 0.03
C -1.452 2.461 -0.337 -0.8071 -0.1793 0.2366 -0.24
C -1.055 1.767 -1.470 0.5559 0.4450 0.4979 -0.18
C -0.044 0.840 -1.308 0.0924 -0.6489 -0.7655 -0.25
C 0.501 0.590 -0.062 -0.5747 0.1988 0.1447 0.01
H -1.136 2.637 1.817 -0.4241 0.1419 -0.0633 0.20
H -2.309 3.120 -0.369 0.2227 0.2477 -0.0256 0.23
H -1.433 2.011 -2.452 -0.2302 -0.1391 0.0255 0.22
H 0.279 0.245 -2.156 0.1525 0.1383 0.0368 0.22
H 1.281 -0.157 0.039 0.0311 0.0137 0.1763 0.20
C 3.443 2.575 -0.572 1.2666 -0.3150 -1.3506 -0.73
C 3.849 1.586 0.479 -0.8443 -0.4444 0.5609 0.60
O 4.545 0.626 0.241 0.3117 0.1126 -0.3298 -0.55
C 3.248 1.712 1.854 -0.6391 0.0204 0.6812 -0.74
H 3.805 3.591 -0.412 -0.6033 0.1164 0.5629 0.24
H 2.385 2.477 -0.808 -0.1621 0.4246 0.3622 0.24
H 3.985 2.291 -1.483 -0.1737 -0.1676 0.0474 0.23
H 2.332 2.298 1.947 0.3204 0.4945 -0.4141 0.23
H 4.000 2.095 2.546 -0.0086 -0.0204 0.0176 0.24
H 2.892 0.746 2.217 0.5523 -0.2092 -0.1142 0.24
C -4.756 0.092 -1.779 0.0366 -0.9253 -0.0105 -0.72
C -5.203 0.656 -0.468 -0.0971 0.6471 0.2336 0.60
O -4.418 1.221 0.263 -0.3132 -0.2234 0.0081 -0.55
C -6.685 0.556 -0.166 -0.0365 0.2606 0.3552 -0.73
H -4.808 -1.001 -1.670 0.2385 0.0794 -0.0328 0.24
H -3.731 0.392 -1.974 -0.0008 -0.0321 -0.1371 0.24
H -5.428 0.288 -2.613 0.0196 0.3760 0.0486 0.23
H -6.990 1.340 0.529 0.1622 0.2056 -0.2304 0.24
H -6.991 -0.356 0.351 0.3108 -0.2928 -0.3518 0.24
H -7.211 0.647 -1.113 -0.3301 -0.0830 0.1250 0.22
C 2.897 -3.188 -0.189 -0.6690 1.0375 -0.5855 -0.74
C 2.312 -4.431 0.429 0.5310 0.4809 0.7514 0.60
O 1.393 -5.025 -0.060 -0.3418 -0.4094 -0.2277 -0.54
C 2.967 -4.811 1.754 -0.5811 -0.8923 -0.3520 -0.72
H 2.114 -2.540 -0.602 -0.2858 -0.3880 0.1329 0.23
H 3.487 -3.402 -1.081 0.4248 -0.2109 0.3353 0.25
H 3.402 -2.544 0.528 0.5159 -0.3151 -0.0674 0.23
H 4.037 -4.932 1.589 0.1290 0.4406 0.2683 0.23
H 2.597 -5.766 2.132 -0.1451 0.0460 -0.2311 0.23
H 2.707 -4.063 2.502 0.4309 0.2539 -0.0300 0.23
```
Positions in Å, forces in eV/Å.

Entry 3:
Below is a molecular structure, C25H33NO6OsSb2, with properties calculated with ωB97M-V/def2-TZVPD.

## Properties
total energy = -55767.3851 eV
lowest unoccupied orbital energy (spin up / spin down) = -0.088 / -0.142 Eh
2S+1 = 6
total charge = +1

XYZ file:
```
68
Properties=species:S:1:pos:R:3:forces:R:3:nbo_charge:R:1
Os -0.356 0.268 -0.643 -0.7284 0.2463 -0.2271 1.13
O -0.073 -3.840 -1.637 0.0303 -0.0446 0.0124 -0.60
C 0.131 -2.648 -1.645 -0.1659 0.0622 0.1569 0.80
O -0.561 -1.795 -0.924 0.3576 -0.1898 -0.0058 -0.88
C 1.130 -2.037 -2.628 0.1680 0.0514 -0.0935 -0.35
C 0.422 -1.002 -3.523 -0.0926 0.1348 0.1088 0.08
C 1.181 -0.794 -4.821 0.0526 -0.0253 -0.0373 -0.42
C 2.443 -0.053 -4.318 0.0168 -0.0163 -0.0224 -0.44
C 2.137 0.138 -2.837 -0.1188 0.0387 -0.0082 0.10
O 0.672 0.264 -2.822 0.1961 -0.2265 0.0049 -0.59
C 2.305 -1.164 -2.054 -0.0301 -0.1169 -0.0043 -0.35
C 2.147 -0.888 -0.577 -0.0127 0.1832 0.1641 0.82
O 2.127 -1.886 0.220 0.0701 -0.1055 -0.0008 -0.73
O 1.949 0.285 -0.182 0.2976 -0.0671 0.0544 -0.72
H 1.522 -2.859 -3.220 -0.0008 -0.0005 0.0035 0.25
H -0.649 -1.147 -3.615 -0.0665 -0.0073 -0.0231 0.22
H 0.606 -0.171 -5.505 -0.0124 -0.0051 0.0040 0.22
H 1.398 -1.739 -5.315 0.0046 0.0084 -0.0023 0.23
H 2.569 0.906 -4.814 -0.0017 0.0037 0.0015 0.23
H 3.358 -0.628 -4.459 -0.0037 0.0037 -0.0012 0.23
H 2.575 1.011 -2.367 -0.0098 0.0060 0.0212 0.24
H 3.268 -1.650 -2.213 -0.0220 -0.0116 -0.0363 0.27
C -0.229 4.014 0.426 -0.0476 0.0776 0.0253 -0.99
Sb -1.339 2.249 0.816 0.3048 0.0622 0.0209 1.15
C -3.302 2.938 0.441 -0.0331 -0.0165 -0.0437 -0.98
C -1.435 2.319 2.962 0.0197 -0.0093 0.1036 -0.74
C -0.130 2.246 3.693 -0.0387 0.0468 -0.0987 -0.02
C 0.654 3.390 3.780 -0.0109 -0.0164 -0.0178 -0.21
C 1.868 3.400 4.452 0.0245 -0.0109 0.0168 -0.17
C 2.325 2.241 5.079 -0.0579 0.0003 -0.0207 -0.22
C 1.562 1.100 5.023 0.0129 0.0829 0.0902 -0.16
C 0.324 1.057 4.333 -0.1147 -0.1452 0.0810 -0.12
C -0.403 -0.152 4.331 0.1087 0.1159 -0.0030 -0.37
Sb 1.091 -1.369 2.026 0.0056 -0.0668 -0.3072 1.37
C 2.953 -0.852 2.899 0.0464 0.0070 0.0789 -1.04
C 1.140 -3.418 2.596 0.0003 -0.0490 0.0329 -1.05
H -0.722 4.874 0.878 0.0249 0.0144 -0.0027 0.24
H -0.174 4.155 -0.653 0.0040 0.0211 0.0053 0.24
H 0.779 3.910 0.823 0.0044 -0.0160 -0.0032 0.25
H -3.402 3.930 0.878 -0.0541 0.0012 -0.0169 0.24
H -4.027 2.261 0.887 0.0081 -0.0075 -0.0012 0.25
H -3.473 2.977 -0.632 -0.0025 0.0081 0.0019 0.25
H -2.135 1.545 3.268 -0.0296 0.0204 0.0094 0.24
H -1.917 3.283 3.134 0.0165 -0.0125 0.0779 0.25
H 0.296 4.305 3.324 0.0000 0.0042 -0.0028 0.21
H 2.447 4.312 4.504 -0.0005 -0.0013 -0.0051 0.22
H 3.264 2.243 5.617 0.0024 0.0052 0.0050 0.23
H 1.898 0.202 5.528 -0.0350 0.0384 0.0272 0.21
H -1.387 -0.241 3.899 0.0161 -0.0294 -0.0167 0.20
H -0.043 -0.991 4.916 -0.0108 -0.0064 0.0302 0.21
H 2.931 -1.012 3.976 0.0200 -0.0213 -0.0722 0.23
H 3.198 0.186 2.688 0.0250 -0.0130 0.0089 0.25
H 3.689 -1.518 2.452 0.0352 0.0201 0.0031 0.24
H 1.772 -3.559 3.471 0.0022 -0.0197 0.0007 0.24
H 1.561 -3.960 1.749 -0.0062 -0.0290 0.0227 0.26
H 0.139 -3.795 2.794 -0.0036 0.0009 -0.0030 0.24
O -2.578 0.225 -1.440 -0.0554 -0.1236 -0.1620 -0.65
N -2.971 -0.766 -2.239 0.0033 0.2485 0.1667 0.04
C -3.192 -0.502 -3.538 -0.0611 -0.0223 -0.0703 0.01
C -3.579 -1.508 -4.395 0.0317 0.0984 -0.0140 -0.23
C -3.735 -2.798 -3.908 -0.0160 -0.0530 -0.0216 -0.16
C -3.514 -3.037 -2.562 0.0266 -0.0214 0.0167 -0.20
C -3.136 -2.000 -1.737 -0.0427 -0.0130 0.0168 0.05
H -3.049 0.531 -3.817 0.0162 -0.0173 -0.0145 0.24
H -3.752 -1.269 -5.434 -0.0104 -0.0168 0.0034 0.24
H -4.029 -3.602 -4.567 -0.0010 0.0006 -0.0025 0.24
H -3.615 -4.025 -2.138 -0.0037 -0.0065 -0.0012 0.25
H -2.923 -2.093 -0.686 -0.0521 -0.0518 -0.0144 0.26
```
Positions in Å, forces in eV/Å.

Entry 4:
Below is 2 unconnected molecules or ions with the total composition C5H6O2, with properties calculated with ωB97M-V/def2-TZVPD.

## Properties
total energy = -9372.3849 eV
lowest unoccupied orbital energy = 0.003 Eh

XYZ file:
```
13
Properties=species:S:1:pos:R:3:forces:R:3:nbo_charge:R:1
C -1.871 -0.180 -0.285 0.0184 -0.0276 0.0200 -0.66
C -0.396 -0.131 -0.049 -0.2088 0.2615 0.0145 0.15
O 0.362 -1.273 -0.347 -0.0929 -0.1127 -0.0048 -0.49
C 1.571 -0.821 0.119 -0.0457 0.1882 0.1964 0.64
O 1.659 -1.149 1.348 -0.1810 0.1750 -0.1839 -0.60
C 1.760 0.538 -0.312 0.0274 0.0219 -0.0190 -0.28
C 0.467 0.986 -0.337 -0.0479 -0.0786 0.1551 -0.23
H -2.318 -1.039 0.221 0.0993 0.1031 -0.0744 0.23
H -2.320 0.733 0.123 0.0947 -0.1395 -0.0599 0.23
H -2.131 -0.232 -1.349 0.1323 -0.0068 0.1041 0.22
H 0.420 -0.556 1.494 0.2587 -0.0375 -0.1900 0.31
H 2.675 1.110 -0.229 -0.1660 -0.1371 0.0077 0.24
H 0.122 2.014 -0.395 0.1115 -0.2099 0.0343 0.24
```
Positions in Å, forces in eV/Å.

Entry 5:
Below is a molecular structure, C4H9BeBr4Cl2FGaK2LiNO6PV, with properties calculated with ωB97M-V/def2-TZVPD.

## Properties
total energy = -446590.6149 eV
lowest unoccupied orbital energy = -0.238 Eh
total charge = +1

XYZ file:
```
34
Properties=species:S:1:pos:R:3:forces:R:3:lowdin_charge:R:1
C -2.797 1.399 -2.303 3.8757 0.7656 -0.6072 -0.33
C -1.289 1.251 -2.401 -5.1938 -0.6138 0.5566 -0.20
Ga -0.183 2.878 -1.742 2.1858 -1.1840 1.2583 0.26
F 0.433 2.672 0.052 -0.9917 0.2394 -1.8654 -0.41
P -1.498 4.783 -2.102 -1.7944 0.7888 2.2317 0.68
N -1.951 4.677 -3.861 2.4769 -0.0202 -0.7247 -0.43
O -0.558 6.256 -1.847 -1.9881 -0.3913 -0.8360 -0.48
H -3.218 2.139 -1.470 0.7963 -1.2778 -2.2832 0.07
H -3.554 0.878 -3.035 1.4788 0.7889 1.5270 0.01
H -0.862 0.260 -2.863 -0.9035 2.2286 0.2398 0.07
H 1.103 3.006 -2.681 -0.1196 0.0265 -0.0857 -0.06
H -1.994 3.635 -4.069 0.8567 1.2397 0.4759 -0.01
H -1.070 4.983 -4.361 -1.6178 -0.9885 -0.3110 0.01
H -1.215 6.927 -1.449 1.6128 -1.3825 -0.9924 0.09
C 1.621 -0.724 0.967 0.9626 0.2977 0.3088 -1.57
Br -0.286 -1.017 0.717 0.0313 -0.0366 -0.0186 0.39
Br 2.162 -1.017 2.813 -0.3562 0.0570 -0.4801 0.64
Br 2.684 -1.778 -0.275 -0.4032 0.2188 0.2728 0.58
H 1.815 0.329 0.740 -0.2683 -0.3668 0.0435 -0.03
Li 0.329 6.142 -3.737 0.8658 1.1538 0.5765 0.63
Cl 0.727 8.878 -4.464 0.9288 -1.1708 -0.3187 -0.12
O 2.077 -5.201 5.266 0.1240 2.8653 0.6312 -0.66
V 2.084 -3.537 5.828 0.0417 0.1685 0.2917 0.91
O 2.090 -1.873 6.391 -0.0336 -3.0132 -1.3496 -0.72
K -3.855 -0.782 -1.305 -0.1951 -0.9828 0.7367 0.61
C 1.535 -8.978 5.306 -5.7663 -4.3117 6.2306 -0.81
O 2.389 -8.991 4.388 4.5158 -2.7263 -4.1046 -0.18
O 1.264 -7.735 5.678 1.3682 -0.0849 -1.8387 0.13
O 0.933 -9.905 5.892 2.0007 1.3064 -2.0226 0.03
H 1.896 -7.376 5.023 -0.3781 2.9246 0.8101 0.08
Be -2.465 -2.999 0.723 -0.0479 -0.0906 0.0447 0.39
Br 3.397 -10.915 3.842 -1.8990 2.9245 1.1064 0.63
Cl 2.594 7.612 -5.183 -1.3256 0.4949 0.5613 -0.09
K -4.338 4.121 -4.479 -0.8396 0.1529 -0.0651 0.90
```
Positions in Å, forces in eV/Å.

Entry 6:
Below is 2 unconnected molecules or ions with the total composition C4H9N2, with properties calculated with ωB97M-V/def2-TZVPD.

## Properties
total energy = -7250.7757 eV
lowest unoccupied orbital energy (spin up / spin down) = -0.356 / -0.506 Eh
2S+1 = 2
total charge = +2

XYZ file:
```
15
Properties=species:S:1:pos:R:3:forces:R:3:nbo_charge:R:1
C 0.590 -0.975 0.913 -0.5908 3.8744 0.8334 0.13
C 0.284 -1.917 -0.007 0.0277 -1.8984 -1.3501 -0.06
C -1.258 0.392 1.357 1.8718 2.0783 -1.1914 0.10
N -0.046 0.289 0.861 -2.3522 -3.7100 2.3399 -0.37
H 1.321 -1.040 1.683 0.9411 -0.3381 0.3636 0.27
H -0.558 -1.780 -0.681 0.1534 -0.0876 -0.0467 0.23
H 0.890 -2.826 -0.091 -0.3812 0.1056 0.1487 0.28
H -1.773 1.359 1.253 0.1871 -0.3491 0.0741 0.24
H -1.758 -0.388 1.894 -0.0627 -0.5555 0.2646 0.25
C 0.743 1.425 -0.802 2.5486 1.2998 0.6695 0.15
N -0.067 0.969 -1.674 -1.0864 -0.6545 0.1556 -0.62
H 1.712 0.879 -0.712 -0.3570 1.1642 -0.4673 0.24
H 0.677 2.446 -0.342 -0.5270 -1.2522 0.1442 0.29
H -1.056 0.942 -1.416 -0.0484 0.9656 -1.3727 0.44
H 0.299 0.226 -2.236 -0.3240 -0.6424 -0.5655 0.43
```
Positions in Å, forces in eV/Å.